{"formula": "C26H24N4O4S", "method": "ωB97M-V/def2-TZVPD", "symbols": ["O", "C", "C", "S", "C", "N", "C", "C", "C", "C", "C", "C", "C", "O", "N", "C", "C", "C", "C", "C", "C", "O", "N", "C", "C", "C", "C", "C", "N", "C", "C", "C", "C", "C", "O", "H", "H", "H", "H", "H", "H", "H", "H", "H", "H", "H", "H", "H", "H", "H", "H", "H", "H", "H", "H", "H", "H", "H", "H"], "positions_angstrom": [[1.334887, 1.861638, -2.096436], [0.372933, 1.140041, -2.281665], [-0.979980, 1.680960, -2.718717], [-1.929365, 2.152921, -1.240861], [-2.359900, 0.576778, -0.585603], [-2.371252, -0.422441, -1.397272], [-2.790026, -1.638319, -0.926930], [-2.783501, -2.745544, -1.781391], [-3.228920, -3.963895, -1.323381], [-3.689108, -4.109811, -0.015044], [-3.694501, -3.030454, 0.838898], [-3.243152, -1.786310, 0.393475], [-3.171241, -0.655222, 1.309707], [-3.461891, -0.693564, 2.486680], [-2.693884, 0.531033, 0.730963], [-2.360990, 1.638840, 1.627175], [-0.857619, 1.727131, 1.702463], [-0.168465, 2.807078, 1.164381], [1.200190, 2.743518, 0.984620], [1.901175, 1.609979, 1.378364], [3.351957, 1.421251, 1.057382], [4.147794, 0.959743, 1.853559], [3.634548, 1.774640, -0.217626], [4.897947, 1.645302, -0.880113], [6.196103, 1.816411, -0.152025], [5.791335, 0.459860, -0.651992], [1.233178, 0.595807, 2.054040], [-0.139941, 0.642332, 2.193502], [0.392531, -0.194792, -2.147338], [1.553037, -0.929965, -1.700924], [1.298376, -1.661758, -0.419310], [2.157433, -2.211130, 0.483557], [1.349137, -2.830443, 1.470195], [0.063364, -2.610767, 1.094149], [0.019401, -1.905890, -0.053787], [-0.846231, 2.609503, -3.271498], [-1.563094, 0.959755, -3.286517], [-2.432621, -2.621380, -2.794388], [-3.223766, -4.818121, -1.984212], [-4.037615, -5.072510, 0.326258], [-4.036874, -3.115162, 1.859494], [-2.802963, 2.563509, 1.249465], [-2.802398, 1.384954, 2.594860], [-0.711394, 3.684786, 0.847215], [1.718538, 3.570651, 0.523688], [2.859635, 2.039741, -0.814999], [4.832560, 2.035253, -1.888493], [6.992494, 2.344300, -0.653975], [6.151217, 1.975179, 0.912420], [6.304713, 0.034968, -1.501094], [5.483470, -0.256567, 0.091914], [1.798236, -0.243594, 2.428071], [-0.663293, -0.177476, 2.664429], [-0.491766, -0.691970, -2.166689], [2.377231, -0.223933, -1.568566], [1.838214, -1.649387, -2.481923], [3.226376, -2.170040, 0.458596], [1.686504, -3.358345, 2.337917], [-0.874768, -2.890306, 1.530302]], "forces_ev_per_a": [[0.3, 0.4, 0.0], [-0.3, -0.2, -0.3], [-0.2, 0.0, 0.4], [-0.1, 0.3, -0.3], [0.1, -0.2, -0.9], [-0.1, 0.3, -0.2], [-0.3, -0.2, 0.6], [-0.1, -0.1, 0.1], [0.1, 0.1, -0.1], [-0.1, 0.0, 0.2], [0.0, 0.0, 0.0], [0.1, -0.2, -0.4], [-0.1, 0.0, 0.0], [0.0, -0.1, 0.1], [-0.3, -0.2, 0.1], [0.2, 0.2, 0.3], [0.2, 0.2, 0.1], [0.0, -0.1, 0.3], [0.1, -0.1, 0.1], [-0.2, 0.1, 0.2], [-0.3, 0.2, -0.3], [0.3, -0.2, 0.2], [0.0, 0.2, -0.1], [0.2, -0.1, 0.1], [0.1, 0.2, 0.0], [0.0, -0.2, -0.1], [0.1, 0.0, 0.0], [0.0, 0.1, 0.0], [0.1, -0.4, 0.0], [0.0, -0.1, -0.1], [0.8, 0.0, 0.2], [-0.3, 0.3, -0.5], [-0.5, 0.0, -0.1], [0.4, -0.4, 0.6], [0.0, 0.2, -0.4], [0.0, -0.1, 0.0], [0.1, 0.1, -0.1], [0.0, 0.0, -0.1], [0.0, -0.1, -0.1], [0.0, -0.1, 0.0], [0.0, 0.0, 0.1], [0.0, -0.1, 0.1], [0.0, 0.1, -0.2], [0.0, 0.1, -0.1], [0.1, 0.1, -0.1], [0.0, -0.1, 0.1], [0.1, 0.0, 0.1], [0.0, 0.0, -0.1], [-0.1, 0.0, 0.1], [0.0, 0.0, -0.1], [0.0, 0.0, 0.1], [0.0, -0.1, 0.0], [-0.1, -0.1, 0.0], [0.0, 0.3, -0.1], [-0.1, -0.1, 0.0], [0.0, 0.1, 0.1], [0.3, 0.1, -0.1], [0.0, -0.1, 0.2], [-0.2, 0.0, 0.0]], "nbo_charge": [-0.664, 0.682, -0.606, 0.296, 0.347, -0.585, 0.273, -0.248, -0.167, -0.234, -0.142, -0.236, 0.674, -0.601, -0.443, -0.258, -0.051, -0.191, -0.198, -0.125, 0.664, -0.637, -0.624, -0.059, -0.429, -0.439, -0.185, -0.170, -0.609, -0.274, 0.280, -0.309, -0.299, 0.076, -0.431, 0.260, 0.255, 0.221, 0.218, 0.220, 0.238, 0.217, 0.270, 0.214, 0.223, 0.445, 0.215, 0.210, 0.245, 0.210, 0.233, 0.236, 0.215, 0.432, 0.255, 0.211, 0.236, 0.232, 0.211], "gap_ev": 8.75, "smiles": "O=C(CSc1nc2ccccc2c(=O)n1Cc1ccc(C(=O)NC2CC2)cc1)NCc1ccco1", "e_above_lowest_kcal_mol": 0.0}

***

{"formula": "C26H24N5O3PbS", "method": "ωB97M-V/def2-TZVPD", "symbols": ["Pb", "C", "C", "O", "C", "C", "C", "N", "N", "C", "O", "C", "C", "C", "C", "C", "C", "H", "H", "H", "H", "H", "H", "H", "H", "H", "H", "H", "H", "C", "C", "N", "N", "C", "O", "C", "C", "C", "C", "C", "C", "C", "C", "C", "C", "C", "N", "H", "H", "H", "H", "H", "H", "H", "H", "H", "H", "H", "H", "S"], "positions_angstrom": [[-0.641987, 1.143530, -0.531524], [1.381918, 4.503005, 2.342657], [1.446378, 3.555840, 1.165785], [1.130529, 3.915197, 0.049953], [1.899203, 2.140215, 1.476166], [2.564586, 1.463235, 0.307237], [4.057366, 1.559851, 0.210833], [1.845918, 0.864780, -0.553895], [2.486513, 0.210741, -1.584412], [1.649907, -0.031997, -2.578324], [0.458082, 0.360234, -2.690242], [2.225697, -0.867515, -3.692187], [3.537866, -1.333282, -3.662444], [4.028521, -2.112318, -4.698836], [3.213118, -2.437498, -5.776201], [1.904477, -1.977647, -5.809019], [1.414645, -1.195697, -4.772372], [0.613621, 5.253562, 2.167752], [2.351443, 5.005357, 2.418621], [1.184806, 3.968986, 3.269577], [2.598650, 2.160023, 2.315557], [4.419599, 2.430503, 0.760050], [4.369632, 1.612076, -0.830032], [4.518830, 0.668168, 0.645409], [4.155186, -1.075724, -2.813052], [5.050487, -2.471202, -4.666259], [3.596726, -3.048953, -6.584408], [1.261853, -2.230593, -6.644055], [0.397447, -0.827291, -4.771569], [-3.823871, -0.245654, 3.217615], [-3.110593, 0.523706, 2.144531], [-2.443562, -0.021941, 1.200046], [-2.410021, -1.390627, 1.175186], [-1.499202, -1.829972, 0.329530], [-0.699096, -1.156557, -0.385837], [-1.402877, -3.323967, 0.200650], [-2.222565, -4.179434, 0.931223], [-2.108516, -5.552576, 0.781703], [-1.173872, -6.084133, -0.098540], [-0.354046, -5.234411, -0.827293], [-0.467414, -3.859716, -0.678328], [-3.076475, 2.007879, 2.213600], [-3.238276, 2.658231, 3.437041], [-3.096206, 4.032825, 3.492256], [-2.811308, 4.726036, 2.327266], [-2.696843, 3.998144, 1.152186], [-2.834435, 2.681324, 1.085992], [-4.107230, -1.221511, 2.832801], [-3.167159, -0.412193, 4.076593], [-4.707301, 0.291978, 3.564768], [-2.941891, -3.748317, 1.613357], [-2.749330, -6.212302, 1.354452], [-1.085208, -7.157757, -0.214730], [0.377740, -5.641123, -1.514482], [0.162815, -3.179463, -1.235921], [-3.429730, 2.088376, 4.335187], [-3.191445, 4.553778, 4.437106], [-2.679023, 5.799581, 2.321762], [-2.468594, 4.498586, 0.216268], [0.334515, 1.385622, 2.043247]], "forces_ev_per_a": [[0.1, 0.0, 0.0], [0.0, 0.0, 0.0], [0.0, 0.0, 0.0], [0.0, 0.0, 0.0], [-0.1, 0.0, 0.0], [0.0, 0.0, 0.1], [0.0, 0.0, 0.0], [0.1, 0.0, -0.1], [-0.1, 0.0, 0.0], [0.1, 0.0, 0.0], [-0.1, 0.0, 0.0], [0.0, 0.0, 0.0], [0.0, 0.0, 0.0], [0.0, 0.0, 0.0], [0.0, 0.0, 0.0], [0.0, 0.0, 0.0], [0.0, 0.0, 0.0], [0.0, 0.0, 0.0], [0.0, 0.0, 0.0], [0.0, 0.0, 0.0], [0.0, 0.0, 0.0], [0.0, 0.0, 0.0], [0.0, 0.0, 0.0], [0.0, 0.0, 0.0], [0.0, 0.0, 0.0], [0.0, 0.0, 0.0], [0.0, 0.0, 0.0], [0.0, 0.0, 0.0], [0.0, 0.0, 0.0], [0.0, 0.0, 0.0], [0.0, 0.1, 0.0], [0.0, 0.0, 0.0], [0.0, 0.1, 0.1], [0.0, -0.1, -0.1], [0.0, 0.0, 0.0], [0.0, 0.0, 0.0], [0.0, 0.0, 0.0], [0.0, 0.0, 0.0], [0.0, 0.0, 0.0], [0.0, 0.0, 0.0], [0.0, 0.0, 0.0], [0.0, -0.1, 0.0], [0.0, 0.0, 0.0], [0.0, 0.0, 0.0], [0.0, 0.0, 0.0], [0.0, 0.0, 0.0], [0.0, 0.0, 0.0], [0.0, 0.0, 0.0], [0.0, 0.0, 0.0], [0.0, 0.0, 0.0], [0.0, 0.0, 0.0], [0.0, 0.0, 0.0], [0.0, 0.0, 0.0], [0.0, 0.0, 0.0], [0.0, 0.0, 0.0], [0.0, 0.0, 0.0], [0.0, 0.0, 0.0], [0.0, 0.0, 0.0], [0.0, 0.0, 0.0], [0.0, 0.0, 0.0]], "nbo_charge": [1.300, -0.716, 0.611, -0.593, -0.479, 0.276, -0.676, -0.316, -0.503, 0.575, -0.764, -0.029, -0.195, -0.235, -0.227, -0.232, -0.199, 0.225, 0.218, 0.234, 0.219, 0.200, 0.245, 0.228, 0.233, 0.199, 0.198, 0.200, 0.235, -0.685, 0.202, -0.250, -0.489, 0.615, -0.772, -0.121, -0.184, -0.221, -0.224, -0.242, -0.126, 0.187, -0.244, -0.169, -0.276, 0.054, -0.416, 0.252, 0.225, 0.204, 0.231, 0.198, 0.199, 0.205, 0.237, 0.215, 0.206, 0.211, 0.194, -0.445], "total_charge": -1, "gap_ev": 7.42, "e_above_lowest_kcal_mol": 0.0}

***

{"formula": "C26H24NO9PSe2V", "method": "ωB97M-V/def2-TZVPD", "symbols": ["V", "O", "C", "C", "N", "C", "C", "O", "O", "C", "C", "O", "O", "H", "H", "H", "H", "H", "H", "H", "H", "H", "Se", "P", "Se", "C", "C", "C", "C", "C", "C", "C", "C", "C", "C", "C", "C", "H", "H", "H", "H", "H", "H", "H", "H", "H", "H", "O", "C", "O", "C", "C", "C", "C", "O", "C", "O", "C", "C", "H", "H", "H", "H", "H"], "positions_angstrom": [[-1.507529, -0.288357, 1.369226], [-0.545596, -0.689593, 3.514880], [-1.111881, -1.879224, 4.071439], [-2.592107, -1.769025, 3.855444], [-2.893712, -1.662493, 2.418512], [-4.203655, -1.015985, 2.243315], [-4.046923, 0.480296, 2.518362], [-4.967258, 1.111659, 3.009162], [-2.894695, 0.932389, 2.166161], [-2.834510, -2.950018, 1.714149], [-2.437666, -2.714266, 0.253963], [-2.376648, -3.647193, -0.520262], [-2.234722, -1.465074, -0.019605], [0.336537, -0.956309, 3.196201], [-0.878033, -1.949869, 5.136243], [-0.676859, -2.743703, 3.566388], [-2.950379, -0.855057, 4.334009], [-3.125451, -2.610275, 4.312579], [-4.958580, -1.448055, 2.906585], [-4.518906, -1.152102, 1.208038], [-3.802985, -3.459373, 1.735436], [-2.105741, -3.614256, 2.178895], [0.306968, 1.648883, 1.672618], [-0.210204, 2.342520, -0.287779], [-1.967637, 1.299555, -0.883939], [1.199123, 1.998182, -1.397359], [2.347201, 2.784837, -1.334751], [3.460300, 2.448530, -2.087464], [3.437824, 1.320506, -2.899950], [2.297175, 0.535130, -2.963285], [1.176761, 0.876770, -2.217366], [-0.320925, 4.157870, -0.345960], [-0.226912, 4.934811, 0.799419], [-0.317278, 6.318650, 0.706278], [-0.504860, 6.923199, -0.526544], [-0.608970, 6.145382, -1.674397], [-0.519246, 4.767111, -1.584177], [2.374770, 3.653869, -0.687491], [4.351178, 3.062017, -2.033588], [4.313631, 1.053448, -3.478558], [2.273685, -0.353340, -3.582605], [0.281271, 0.268459, -2.256261], [-0.091950, 4.448173, 1.757453], [-0.245747, 6.922720, 1.601896], [-0.575871, 8.001646, -0.596024], [-0.762752, 6.615125, -2.637704], [-0.606763, 4.156080, -2.475562], [1.515374, -2.683920, 2.351199], [1.057842, -2.341865, 1.256254], [0.087387, -1.531024, 1.107099], [1.707055, -2.786237, -0.028159], [2.905000, -3.483540, 0.011509], [3.570393, -3.855311, -1.160039], [2.974049, -3.496535, -2.342522], [3.433190, -3.701903, -3.623882], [2.341373, -3.330308, -4.463073], [1.451802, -2.535811, -3.697016], [1.777506, -2.805556, -2.381729], [1.109148, -2.433814, -1.247498], [3.315640, -3.725376, 0.982205], [4.510321, -4.389713, -1.142310], [1.825341, -4.235270, -4.806101], [2.716886, -2.748518, -5.304089], [0.168218, -1.899548, -1.267863]], "forces_ev_per_a": [[0.2, 0.4, 0.5], [0.0, -0.1, 0.0], [0.1, 0.1, -0.1], [-0.1, 0.0, 0.1], [0.0, -0.2, 0.0], [0.0, 0.0, 0.0], [-0.1, 0.1, -0.1], [0.0, 0.0, 0.0], [0.2, -0.1, 0.0], [0.0, -0.1, 0.0], [-0.1, 0.1, 0.0], [0.0, 0.0, 0.0], [-0.2, -0.5, -0.4], [0.0, 0.0, -0.1], [0.0, 0.0, 0.0], [0.0, 0.0, 0.0], [0.0, 0.0, 0.0], [0.0, -0.1, -0.1], [0.0, 0.0, 0.0], [0.0, 0.1, 0.0], [0.0, 0.0, 0.0], [0.1, 0.1, 0.0], [0.3, 0.1, 0.4], [0.3, 0.0, 0.0], [-0.1, 0.0, -0.1], [-0.1, -0.1, 0.0], [0.0, 0.0, 0.0], [0.0, 0.0, 0.0], [0.0, 0.0, 0.0], [0.1, 0.0, 0.0], [0.0, 0.0, 0.0], [-0.1, 0.0, -0.1], [0.0, 0.0, 0.0], [0.0, 0.0, 0.0], [0.0, 0.0, 0.0], [0.0, 0.0, 0.0], [0.0, 0.0, 0.0], [0.0, 0.0, 0.0], [0.0, 0.0, 0.0], [0.0, 0.0, 0.0], [0.0, 0.1, 0.0], [0.0, 0.0, 0.0], [0.0, 0.0, 0.0], [0.0, 0.0, 0.0], [0.0, 0.0, 0.0], [0.0, 0.0, 0.0], [0.0, 0.0, 0.0], [-0.1, -0.1, 0.1], [0.2, 0.5, 0.0], [-0.3, -0.1, -0.3], [-0.1, 0.0, 0.0], [0.0, 0.0, 0.0], [0.0, 0.0, 0.0], [0.0, 0.0, 0.0], [0.0, 0.1, 0.0], [0.0, 0.0, 0.0], [0.0, -0.1, 0.0], [0.0, -0.1, 0.1], [0.0, 0.0, 0.0], [0.0, 0.0, 0.0], [0.0, 0.0, 0.0], [0.0, 0.0, 0.0], [0.0, 0.0, 0.0], [0.0, 0.0, 0.0]], "nbo_charge": [1.290, -0.717, -0.082, -0.240, -0.456, -0.331, 0.771, -0.654, -0.771, -0.347, 0.795, -0.639, -0.781, 0.528, 0.181, 0.207, 0.226, 0.194, 0.201, 0.235, 0.210, 0.228, -0.387, 0.972, -0.327, -0.301, -0.207, -0.222, -0.210, -0.205, -0.220, -0.296, -0.211, -0.215, -0.207, -0.221, -0.197, 0.217, 0.206, 0.205, 0.221, 0.244, 0.244, 0.210, 0.206, 0.209, 0.223, -0.715, 0.781, -0.808, -0.085, -0.185, -0.275, 0.218, -0.493, 0.236, -0.500, 0.270, -0.246, 0.233, 0.218, 0.144, 0.164, 0.260], "total_charge": -1, "gap_ev": [7.92, 7.94], "spin_multiplicity": 3, "e_above_lowest_kcal_mol": 14.7}